A structure of composition C46H105F12N9NiO22S4, computed with wB97M-V/def2-TZVPD.

The geometry in ORCA input format:
```
! wB97M-V def2-TZVPD RIJCOSX def2/J DEFGRID3
* xyz 0 3
Ni -1.135 1.183 -2.131
S -2.394 4.028 -1.725
S -1.985 3.639 -4.364
S -1.951 0.696 0.979
S 0.116 -0.659 0.249
F 0.581 1.614 1.724
F -4.812 4.256 -0.566
F -0.769 5.883 -5.131
F -0.932 1.523 3.376
F 0.624 4.264 -5.260
F -1.616 -2.680 -0.071
F -4.948 3.998 -2.691
F 0.100 5.207 -3.321
F -4.534 2.354 -1.410
F -1.087 3.150 2.046
F 0.358 -3.146 -0.357
F -0.670 -1.980 -1.924
O -4.078 6.951 0.224
O 4.221 2.124 4.094
O 6.077 -1.872 1.918
O 2.160 -7.299 -1.099
O 4.269 4.382 -1.886
O 1.296 -0.476 -0.540
O -1.879 2.728 -5.387
O 0.160 -1.058 1.709
O 7.552 -0.235 -1.687
O -1.588 -5.223 -3.491
O -2.231 5.405 -2.209
O -0.923 -7.771 3.647
O 0.759 2.123 -2.208
O -2.735 0.134 -2.939
O 1.239 -1.749 -6.515
O -5.054 5.560 5.644
O -2.334 -0.506 1.763
O -3.212 1.447 0.726
O -3.104 4.595 -4.538
O -5.036 -4.379 6.422
O -4.260 0.435 6.089
O -1.863 3.899 -0.374
N -1.096 0.490 -0.320
N 4.175 3.949 0.950
N 0.506 -5.047 -5.331
N 2.113 -8.177 1.469
N -0.245 0.235 -3.889
N -1.854 2.849 -2.675
N -3.196 6.241 3.523
N 5.354 0.498 0.292
N -4.441 -1.905 4.348
C -1.550 -4.249 -4.471
C 8.796 0.045 -2.303
C 4.851 -1.782 1.115
C 0.645 -8.211 1.818
C -4.660 6.536 3.340
C 5.240 0.344 -1.123
C 6.558 0.814 -1.825
C 4.940 5.085 0.364
C -5.066 -5.718 7.082
C 3.557 3.152 3.236
C 2.562 -6.781 1.223
C -4.649 0.491 4.740
C -3.143 1.253 6.395
C -0.498 -2.206 -0.596
C -2.679 6.075 2.113
C 4.696 3.483 2.290
C 6.812 -3.141 1.711
C 5.518 4.134 -2.537
C -2.624 -0.312 -4.309
C 1.999 -6.215 -0.086
C -1.491 -6.554 3.334
C 1.371 -1.086 -7.824
C -2.615 -5.068 -2.503
C 1.724 1.639 -3.176
C 4.365 5.527 -0.983
C -4.262 3.686 -1.634
C -3.835 -0.426 -2.325
C -0.765 -4.546 -5.761
C 1.427 -3.870 -5.186
C -1.206 -0.319 -4.836
C 4.405 -0.324 1.045
C 1.283 3.166 -1.372
C 1.405 -6.872 -2.233
C -0.382 4.794 -4.513
C -5.132 -3.301 4.184
C 3.109 1.529 4.797
C -5.901 4.459 5.265
C -4.412 -4.383 5.109
C 0.862 1.065 -4.323
C -5.218 6.685 4.807
C 0.424 -7.925 3.330
C 1.732 -3.097 -6.471
C -0.742 1.802 2.108
C -5.360 -0.755 4.309
C -2.946 7.242 1.070
C -4.376 7.969 -0.714
H -2.031 7.608 0.605
H 2.329 -4.432 -4.943
H 7.438 -3.343 2.580
H -1.755 -6.520 2.277
H -1.184 0.266 -5.755
H 3.634 -6.644 1.082
H -5.296 5.800 2.846
H 4.439 0.872 -1.642
H 2.354 -6.211 2.128
H -6.905 4.879 5.319
H -4.082 -6.180 7.154
H 0.374 -0.533 -3.669
H 1.447 0.324 -4.868
H 4.984 -2.245 0.137
H 6.260 3.675 -1.883
H -2.819 5.041 1.799
H 0.570 1.752 -5.117
H 1.053 -7.068 3.569
H -1.345 -5.241 -6.368
H -4.002 -1.490 -2.155
H 0.746 -8.836 3.835
H -6.295 -0.903 4.849
H 3.396 5.961 -0.737
H 6.328 1.041 -2.866
H -3.495 8.352 -1.229
H 1.591 -7.633 -2.990
H 2.286 0.801 -2.764
H 2.805 -3.006 -6.639
H -4.089 -1.953 5.294
H -3.005 -6.032 -2.175
H 6.946 1.712 -1.344
H 6.147 4.922 -2.950
H -6.233 7.081 4.756
H -5.241 7.652 -1.296
H -4.592 -5.357 4.654
H 2.593 -5.371 -0.435
H -2.590 0.905 7.267
H 2.722 2.717 2.686
H 8.794 0.528 -3.280
H 2.362 -0.643 -7.722
H -2.494 -3.806 -4.786
H -4.583 7.492 5.173
H -3.853 0.008 -1.326
H -5.510 -0.528 3.254
H -4.736 8.862 -0.203
H 3.397 -0.263 0.635
H 2.338 -8.669 0.616
H -5.688 3.740 6.056
H 5.107 -0.709 -1.369
H 0.604 3.814 -0.817
H -2.427 -6.522 3.892
H 6.136 -3.987 1.838
H 0.391 -5.638 -4.520
H -5.315 -5.565 8.132
H 4.008 -2.328 1.539
H 4.200 3.163 0.316
H -2.429 1.290 5.572
H 5.309 4.250 2.763
H 5.037 6.272 -1.408
H -3.165 8.205 1.533
H 0.977 -5.853 0.030
H 2.208 2.094 5.035
H -3.891 0.685 3.981
H 9.396 -0.862 -2.231
H 0.587 -0.358 -8.029
H -3.233 0.350 -4.925
H 5.355 2.616 2.240
H 1.282 -3.254 -4.298
H -0.888 -5.712 3.674
H 5.245 3.496 -3.377
H 3.441 1.140 5.759
H 0.324 -6.857 -2.089
H 1.840 -5.943 -2.601
H -2.677 6.808 4.179
H 1.916 3.849 -1.937
H 4.392 0.196 2.002
H -4.729 0.056 -2.721
H 7.454 -3.230 0.835
H 0.259 -9.186 1.517
H 0.008 -7.535 1.248
H -5.185 -3.662 3.157
H 3.173 3.977 3.836
H -3.430 -4.435 -2.853
H -0.872 -1.331 -5.065
H 1.433 -3.720 -7.314
H 4.974 5.957 1.018
H 6.333 0.303 0.439
H 5.991 4.867 0.173
H 2.702 0.637 4.321
H -3.352 2.298 6.625
H 2.041 2.745 -0.711
H -0.720 -3.687 -6.431
H -4.763 7.462 2.775
H -2.120 -4.538 -1.689
H 1.346 -1.795 -8.652
H 9.394 0.571 -1.559
H -5.836 -6.368 6.665
H -3.328 -4.271 5.122
H -1.612 6.004 2.321
H -1.039 -3.418 -3.985
H -6.121 -3.157 4.620
H -2.979 -1.340 -4.372
H -5.676 3.862 4.381
H 2.375 2.460 -3.475
H -5.428 1.243 4.619
*
```

HOMO-LUMO gap (alpha / beta): 7.990 / 6.633 eV

Atomic partial charges in e from the Mulliken method, atoms 1 to 4: 1.1966, -0.4053, 0.7097, 0.0210



The molecule C7H6N2, computed with wB97M-V/def2-TZVPD.

The geometry in ORCA input format:
```
! wB97M-V def2-TZVPD RIJCOSX def2/J DEFGRID3
* xyz 0 1
N 0.535 0.786 2.266
N -0.815 -0.961 0.773
C -0.039 -1.014 -0.187
C -0.139 0.695 1.187
C -1.183 1.544 0.718
C -2.055 2.286 0.355
C 1.794 0.821 -0.848
C 0.220 -2.040 -1.240
C 0.855 0.316 -0.239
H 1.265 -2.352 -1.201
H -2.811 2.953 0.024
H 0.032 -1.611 -2.225
H -0.434 -2.897 -1.077
H 0.123 0.266 3.039
H 2.652 1.206 -1.345
*
```

ΔE to the lowest compared entry with this formula, charge and spin: 817.6 kJ/mol
HOMO-LUMO gap (alpha / beta): 7.677 / 7.244 eV

Atomic partial charges in e from the Mulliken method, atoms 1 to 4: -0.7264, -0.7353, 0.7394, 0.7948



A cluster of 4 separate species, C18H34F2N4O8S in total, computed with wB97M-V/def2-TZVPD.

The geometry in ORCA input format:
```
! wB97M-V def2-TZVPD RIJCOSX def2/J DEFGRID3
* xyz 0 1
S -0.268 2.981 -1.619
F 1.950 0.455 -1.119
F 1.575 3.503 0.687
O -0.643 4.338 -1.382
O 1.093 2.828 -2.032
O 2.644 1.785 1.544
O 0.687 -0.837 0.096
O 0.735 -3.387 5.701
O -0.796 -4.478 0.833
O -4.289 7.400 -4.862
O -1.196 2.394 -2.749
N 0.910 -5.865 1.268
N 0.643 1.416 0.530
N 2.453 -4.766 6.117
N -2.464 6.137 -4.526
C -3.135 7.315 -4.472
C 3.747 -5.153 6.648
C 1.831 -3.558 6.206
C -1.990 -1.170 -3.796
C 1.015 -3.564 2.109
C 2.192 -6.257 1.819
C -2.392 8.506 -3.909
C 0.292 -4.653 1.353
C -2.423 0.904 -1.365
C -0.660 -1.786 -3.340
C -1.100 5.848 -4.109
C 1.076 0.242 -0.158
C -0.540 2.092 -0.030
C 1.723 2.217 0.947
C -2.022 0.357 -3.791
C -1.752 1.121 -0.014
C 2.554 -2.458 6.948
C -1.463 0.958 -2.526
H -2.088 8.319 -2.878
H -3.008 -0.013 -1.385
H -2.168 -1.493 -4.820
H -0.498 0.515 -2.276
H -1.507 8.727 -4.507
H -2.499 1.541 0.654
H -1.465 0.166 0.415
H -0.448 -2.726 -3.839
H -0.537 5.483 -4.972
H 1.933 -1.569 6.929
H 1.173 -3.857 3.148
H -1.107 5.074 -3.346
H 4.214 -4.322 7.164
H 2.650 -5.427 2.347
H 4.406 -5.476 5.839
H 1.918 -5.457 5.615
H 2.732 -2.743 7.985
H 0.183 -1.114 -3.495
H -2.799 -1.592 -3.205
H -0.611 6.731 -3.714
H -0.690 -2.001 -2.271
H 2.865 -6.577 1.021
H -3.055 9.364 -3.931
H -1.535 0.784 -4.666
H 2.066 -7.088 2.516
H -3.066 0.678 -3.848
H 0.382 -6.551 0.753
H 3.508 -2.232 6.470
H 0.406 -2.667 2.092
H -0.795 2.893 0.653
H 3.634 -5.981 7.350
H 1.974 -3.345 1.636
H -3.012 5.384 -4.909
H -3.142 1.706 -1.534
*
```

ΔE to the lowest compared entry with this formula, charge and spin: 0.0 kJ/mol
SMILES string: CCC[C@@H]1CC[C@@H](N(C(=O)F)C(=O)F)S(=O)(=O)O1.CNC(C)=O.CNC(C)=O.CNC(C)=O
HOMO-LUMO gap: 9.409 eV

Atomic partial charges in e from the Mulliken method, atoms 1 to 4: 1.3953, -0.2008, -0.1810, -0.6974



The molecule C15H21ClN2O4S, computed with wB97M-V/def2-TZVPD.

The geometry in ORCA input format:
```
! wB97M-V def2-TZVPD RIJCOSX def2/J DEFGRID3
* xyz 0 1
Cl -4.805 -2.278 -2.946
S -0.215 -0.177 -0.919
O 0.871 0.249 -1.741
O 2.670 2.419 0.646
O -1.202 0.795 -0.532
O 0.936 -2.632 -1.858
N 1.200 1.100 1.700
N 0.345 -1.001 0.434
C -1.057 -3.633 -2.845
C -0.415 -0.726 1.631
C -2.448 -1.385 -1.986
C 0.169 4.037 2.180
C 1.778 -1.009 0.651
C 1.741 -3.692 -2.331
C -1.096 -1.501 -1.753
C -0.107 0.695 2.160
C -3.112 -2.405 -2.651
C 2.164 0.021 1.730
C -0.374 -2.622 -2.167
C -0.907 5.098 1.984
C 0.462 3.299 0.869
C 1.532 2.244 1.034
C -2.416 -3.522 -3.083
H -1.832 4.642 1.640
H -0.863 1.382 1.790
H 2.753 -3.452 -2.011
H -1.472 -0.814 1.380
H 2.152 -0.431 2.727
H -2.955 -0.495 -1.649
H 2.231 -0.753 -0.306
H -0.443 2.853 0.455
H -0.125 0.694 3.259
H 1.714 -3.760 -3.422
H -0.153 3.332 2.948
H 2.086 -2.019 0.941
H 0.847 4.014 0.140
H -1.105 5.619 2.918
H 1.089 4.509 2.530
H 3.149 0.441 1.528
H 1.438 -4.649 -1.894
H -0.538 -4.513 -3.191
H -2.935 -4.309 -3.607
H -0.591 5.829 1.243
H -0.161 -1.491 2.369
*
```

ΔE to the lowest compared entry with this formula, charge and spin: 131.0 kJ/mol
SMILES string: CCCC(=O)N1CCN(S(=O)(=O)c2cc(Cl)ccc2OC)CC1
HOMO-LUMO gap: 9.366 eV

Atomic partial charges in e from the Mulliken method, atoms 1 to 4: -0.2259, 1.6123, -0.6940, -0.6940



A cluster of 2 separate species, CH4FNO2S2 in total, computed with wB97M-V/def2-TZVPD.

The geometry in ORCA input format:
```
! wB97M-V def2-TZVPD RIJCOSX def2/J DEFGRID3
* xyz 0 1
S 1.348 0.872 -0.212
S 3.927 -0.706 -0.163
F 4.660 0.481 0.846
O 3.675 0.036 -1.345
O 0.961 2.040 0.580
N 1.739 -0.525 0.753
C -0.159 0.008 -0.865
H -0.755 0.770 -1.288
H 0.112 -0.625 -1.709
H 1.988 -0.119 1.663
H -0.564 -0.521 -0.045
*
```

ΔE to the lowest compared entry with this formula, charge and spin: 73.0 kJ/mol
HOMO-LUMO gap (alpha / beta): 7.375 / 7.388 eV

Atomic partial charges in e from the Mulliken method, atoms 1 to 4: 0.6756, 0.7575, -0.2821, -0.3360



A structure of composition C20H20N7O5S2Ti, computed with wB97M-V/def2-TZVPD.

The geometry in ORCA input format:
```
! wB97M-V def2-TZVPD RIJCOSX def2/J DEFGRID3
* xyz -1 3
Ti -0.471 0.278 -0.804
S 0.681 3.443 -0.142
S -1.632 1.915 -2.643
O -1.477 -1.321 -1.434
O -0.223 1.372 -2.751
O 1.353 -0.365 -1.019
O 2.094 -2.130 0.248
O -2.343 -0.937 -3.466
N 0.072 2.896 2.627
N 0.021 1.996 0.435
N -0.798 -0.363 1.211
N 1.985 -2.338 -1.991
N 3.325 -5.632 -3.003
N -2.260 1.488 -1.374
N 2.467 -3.936 -4.319
C -1.367 -2.001 2.861
C -0.459 5.874 0.530
C 2.514 -1.219 1.258
C -0.857 5.084 3.160
C -0.759 0.214 3.566
C -2.365 -1.487 -2.381
C 1.617 -1.903 -3.302
C -0.978 6.775 1.451
C -0.305 4.194 2.248
C -3.481 -2.439 -2.003
C -1.187 -1.599 1.561
C -1.175 6.376 2.766
C -0.132 1.832 1.742
C -0.100 4.596 0.929
C 1.806 -1.578 -0.957
C 1.887 -2.711 -4.349
C 2.738 -4.356 -3.073
C -1.146 -1.053 3.889
C -0.567 0.570 2.207
C 2.504 -3.667 -1.913
H 1.809 -0.400 1.381
H 2.565 -1.800 2.176
H -0.148 2.680 3.585
H -0.587 0.932 4.359
H -1.029 4.764 4.182
H -4.056 -1.995 -1.189
H -1.283 -1.329 4.927
H 3.083 -6.140 -2.166
H -1.358 -2.273 0.731
H -1.592 7.066 3.488
H 2.730 -4.040 -0.932
H -3.062 -3.379 -1.643
H 1.121 -0.951 -3.374
H 1.597 -2.350 -5.331
H -1.674 -3.013 3.081
H -0.320 6.161 -0.505
H 3.089 -6.150 -3.838
H 3.501 -0.814 1.021
H -4.127 -2.615 -2.860
H -1.240 7.777 1.139
*
```

HOMO-LUMO gap (alpha / beta): 5.323 / 5.072 eV

Atomic partial charges in e from the Mulliken method, atoms 1 to 4: 0.3195, -0.3528, 0.3323, -0.2774



A structure of composition C19H23N5O2W, computed with wB97M-V/def2-TZVPD.

The geometry in ORCA input format:
```
! wB97M-V def2-TZVPD RIJCOSX def2/J DEFGRID3
* xyz 4 3
W 1.233 -0.819 -0.560
O 2.287 1.580 1.381
O -0.460 -2.735 1.493
N -0.418 0.244 1.277
N 2.908 -1.941 -0.680
N -0.151 0.092 2.561
N -2.987 -1.800 -0.214
N 0.270 3.555 -0.201
C 2.115 -0.521 -2.856
C 3.767 -2.482 -1.279
C -3.863 -2.547 -0.106
C -0.068 -1.647 -2.814
C -1.541 0.975 1.206
C -0.669 -0.405 -2.533
C 1.160 6.004 -0.043
C 1.346 -1.711 -2.888
C -1.941 1.243 2.515
C 0.070 -2.010 0.742
C 4.996 -3.254 -1.059
C 0.688 4.634 -0.102
C 0.098 0.776 -2.509
C -0.818 0.528 4.828
C -1.029 0.662 3.395
C 1.482 0.738 -2.759
C -5.005 -3.444 -0.040
C 1.840 0.752 0.668
C -2.165 1.368 -0.083
H 5.827 -2.910 -1.681
H 1.881 6.167 -0.852
H 1.650 6.187 0.917
H 0.098 -0.046 5.001
H -5.150 -3.895 -1.027
H 2.075 1.652 -2.775
H 1.836 -2.675 -3.030
H -5.894 -2.871 0.235
H -1.545 1.078 -0.945
H -2.816 1.814 2.777
H -4.811 -4.228 0.697
H -3.135 0.867 -0.190
H 5.235 -3.122 0.005
H -1.644 0.001 5.313
H -2.281 2.457 -0.110
H 0.647 -0.413 2.934
H 4.830 -4.313 -1.287
H -1.748 -0.399 -2.331
H 0.309 6.686 -0.169
H -0.347 1.756 -2.294
H -0.657 -2.558 -2.875
H 3.201 -0.572 -2.969
H -0.705 1.500 5.315
*
```

ΔE to the lowest compared entry with this formula, charge and spin: 0.0 kJ/mol
HOMO-LUMO gap (alpha / beta): 4.565 / 4.376 eV

Atomic partial charges in e from the Mulliken method, atoms 1 to 4: 1.5712, -0.1894, -0.1704, 0.4399



Across the entries above, DFT total energy takes the values -8262.50241; -379.53943; -2125.16164; -1853.02090; -1141.85008; -3179.64638; -1227.36057 Eh, respectively.